No. 1
A molecular structure, C23H28CoN5 in a non-equilibrium geometry, computed with ωB97M-V with the def2-TZVPD basis set.

The geometry in ORCA input format:
```
! RIJCOSX wB97M-V def2-TZVPD def2/J DEFGRID3
* xyz 2 1
Co -0.80 -0.63 -0.40
C -2.94 1.55 2.93
C -2.01 0.94 1.94
N -2.35 0.38 0.85
C -3.76 0.13 0.58
C -3.75 -1.00 -0.41
N -2.65 -1.96 -0.08
C -2.68 -3.09 -1.01
C -2.26 -2.53 -2.36
N -1.00 -1.77 -2.16
C 0.18 -2.67 -2.28
C 0.98 -2.65 -1.01
N 1.00 -1.26 -0.58
C 2.10 -0.52 0.16
C 3.45 -1.17 0.29
C 1.42 -0.04 1.42
C 2.08 0.28 2.59
C 1.37 0.89 3.61
C 0.03 1.18 3.41
C -0.57 0.80 2.22
N 0.11 0.18 1.25
H -3.29 0.80 3.64
H -3.81 1.98 2.43
H -2.45 2.34 3.49
H -4.26 1.01 0.19
H -4.27 -0.17 1.50
H -3.55 -0.59 -1.40
H -4.71 -1.52 -0.45
H -2.75 -2.28 0.88
H -3.67 -3.54 -1.08
H -2.00 -3.86 -0.65
H -3.01 -1.86 -2.76
H -2.13 -3.33 -3.09
H -0.91 -1.05 -2.87
H 0.79 -2.34 -3.12
H -0.15 -3.69 -2.49
H 2.00 -3.02 -1.17
H 0.53 -3.25 -0.22
H 3.79 -1.53 -0.68
H 3.44 -1.99 1.00
H 4.17 -0.42 0.62
H 3.13 0.06 2.70
H 1.86 1.15 4.54
H -0.54 1.68 4.18
C 0.77 -0.09 -1.36
C 1.80 0.61 -0.82
C 2.30 1.94 -1.01
C 3.16 2.55 -0.09
C 3.61 3.84 -0.30
C 3.21 4.52 -1.45
C 2.38 3.92 -2.38
C 1.92 2.63 -2.17
H 3.48 2.02 0.80
H 4.26 4.31 0.41
H 3.58 5.52 -1.62
H 2.09 4.46 -3.28
H 1.29 2.14 -2.89
*
```

Properties
E_HOMO (alpha / beta) = -13.8 / -13.8 eV

No. 2
A molecular structure, C3H3O2Rh in a non-equilibrium geometry, computed with ωB97M-V with the def2-TZVPD basis set.

The geometry in ORCA input format:
```
! RIJCOSX wB97M-V def2-TZVPD def2/J DEFGRID3
* xyz -1 6
H 1.94 1.16 0.86
O 0.95 -0.84 -0.54
O -2.47 -0.26 -0.34
C -0.18 -0.61 0.27
C 0.77 0.35 0.95
C -1.30 0.12 -0.48
H -0.51 -1.52 0.82
H 0.56 0.40 2.03
Rh 0.50 1.38 -0.96
*
```

Properties
energy relative to the best compared isomer or geometry (same formula, charge and spin) = 12.4 kcal per mole
expectation value of S² = 8.78
E_HOMO (alpha / beta) = -0.1 / -3.1 eV

No. 3
A single C7H9BrO2 molecule in a non-equilibrium geometry, computed with ωB97M-V with the def2-TZVPD basis set.

The geometry in ORCA input format:
```
! RIJCOSX wB97M-V def2-TZVPD def2/J DEFGRID3
* xyz 0 1
C 1.91 0.91 -1.95
C 0.73 0.45 -1.59
C 0.15 0.57 -0.17
O -0.44 1.85 -0.15
O 1.01 0.25 0.83
C 0.20 0.00 1.99
C -0.91 -0.83 1.55
C -0.66 -1.87 0.45
C -1.05 -0.51 0.07
Br -2.71 -0.11 -0.72
H 2.23 0.94 -3.10
H 2.52 1.46 -1.33
H -0.03 0.05 -2.37
H -0.70 1.99 -1.04
H -0.20 1.02 2.30
H 0.74 -0.47 2.67
H -1.73 -0.83 2.15
H 0.36 -2.12 0.20
H -1.42 -2.74 0.23
*
```

Properties
structure (SMILES) = C=C[C@]1(O)OC[C@@H]2C[C@@]21Br
energy relative to the best compared isomer or geometry (same formula, charge and spin) = 31.2 kcal per mole
E_HOMO = -9.5 eV

No. 4
2 unconnected molecules or ions with the total composition C3H8NO2, computed with ωB97M-V with the def2-TZVPD basis set.

The geometry in ORCA input format:
```
! RIJCOSX wB97M-V def2-TZVPD def2/J DEFGRID3
* xyz 1 1
C 0.38 0.14 -1.85
N -0.02 1.33 -1.64
H 1.44 -0.06 -1.89
H -0.36 -0.64 -2.03
H -0.99 1.51 -1.39
H 0.62 2.11 -1.65
O -0.50 -1.69 0.09
C 0.00 -0.96 0.91
O 1.32 -0.96 1.15
C -0.73 0.08 1.70
H 1.69 -1.80 0.85
H -0.05 0.77 2.18
H -1.30 -0.44 2.47
H -1.47 0.59 1.08
*
```

Properties
energy relative to the best compared isomer or geometry (same formula, charge and spin) = 32.8 kcal per mole
E_HOMO = -14.7 eV

No. 5
A molecular structure, C12H21Cl2IrN4S, computed with ωB97M-V with the def2-TZVPD basis set.

The geometry in ORCA input format:
```
! RIJCOSX wB97M-V def2-TZVPD def2/J DEFGRID3
* xyz 3 2
Ir 0.05 -0.45 -0.13
N 0.24 -1.52 1.69
C -0.98 -1.09 2.46
C -2.21 -1.36 1.61
N -2.00 -0.85 0.21
C -2.71 0.44 -0.11
C -2.23 0.97 -1.45
N -0.72 1.02 -1.46
C -2.47 -1.92 -0.75
C -1.38 -2.96 -0.89
N -0.12 -2.21 -1.22
H 0.31 -2.54 1.65
H 1.06 -1.24 2.22
H -0.87 -0.03 2.65
H -1.03 -1.60 3.42
H -3.12 -0.94 2.05
H -2.37 -2.44 1.55
H -2.47 1.14 0.70
H -3.79 0.29 -0.12
H -2.63 1.96 -1.63
H -2.54 0.35 -2.29
H -0.45 1.91 -1.04
H -0.36 1.07 -2.42
H -2.66 -1.48 -1.72
H -3.41 -2.35 -0.40
H -1.60 -3.69 -1.67
H -1.21 -3.51 0.03
H -0.07 -2.05 -2.23
H 0.68 -2.81 -1.02
Cl 0.70 1.48 1.25
C 2.25 2.01 0.56
C 2.79 3.16 1.05
C 4.05 3.57 0.53
C 4.71 2.84 -0.43
C 4.14 1.67 -0.93
Cl 4.95 0.77 -2.10
C 2.87 1.22 -0.44
S 2.16 -0.18 -1.08
H 2.30 3.74 1.81
H 4.49 4.48 0.92
H 5.67 3.16 -0.81
*
```

Properties
energy relative to the best compared isomer or geometry (same formula, charge and spin) = 0.0 kcal per mole
expectation value of S² = 0.77
E_HOMO (alpha / beta) = -18.4 / -18.7 eV

No. 6
A single C3H7N3O molecule, computed with ωB97M-V with the def2-TZVPD basis set.

The geometry in ORCA input format:
```
! RIJCOSX wB97M-V def2-TZVPD def2/J DEFGRID3
* xyz 0 1
C 2.85 -0.21 0.16
N 1.43 0.43 0.57
C 0.24 0.29 -0.31
O 0.37 0.36 -1.50
N -0.96 0.09 0.32
C -2.13 -0.15 -0.42
N -3.22 -0.37 0.18
H 2.76 -0.22 -0.94
H 2.74 -1.26 0.48
H 1.69 1.42 0.58
H 1.24 0.17 1.53
H -1.08 0.10 1.33
H -1.95 -0.11 -1.50
H -3.97 -0.54 -0.49
*
```

Properties
energy relative to the best compared isomer or geometry (same formula, charge and spin) = 89.0 kcal per mole
E_HOMO = -7.1 eV